[1]
Density functional theory data (the ωB97M-V functional and the def2-TZVPD basis) for the molecule C4H8OSi.

Geometry as ORCA input:
```
! wB97M-V def2-TZVPD RIJCOSX def2/J DEFGRID3
* xyz 0 1
C -3.162 -0.394 0.039
C -2.013 -0.065 0.025
C 0.470 -0.207 -1.678
C 0.396 -0.283 1.694
O -0.474 2.117 0.011
Si -0.243 0.495 -0.032
H -4.175 -0.597 0.188
H 1.613 -0.068 -1.650
H 0.291 -1.347 -1.703
H -0.052 0.239 -2.521
H 1.310 0.211 2.142
H -0.411 -0.168 2.334
H 0.751 -1.192 1.496
H 0.157 2.714 -0.533
*
```

Calculated values
**SMILES**: C#C[Si](C)(C)O
**E**: -14202.2524 eV
**HOMO energy**: -9.94 eV
**Energy relative to the best compared isomer or geometry (same formula, charge and spin)**: 0.3899 eV
**Largest force on an atom**: 5.734 eV/Å
**Orbital gap**: 0.3850 Eh



[2]
Density functional theory data (the ωB97M-V functional and the def2-TZVPD basis) for a cluster of 10 separate species, C18H60BN21O14P3S in total.

Geometry as ORCA input:
```
! wB97M-V def2-TZVPD RIJCOSX def2/J DEFGRID3
* xyz 1 1
C -4.184 -4.495 1.836
B -3.037 -3.940 0.920
O -2.430 -4.742 -0.036
C -2.598 -2.423 1.097
C -3.862 -1.560 0.698
C -3.607 -0.520 -0.404
C -2.270 0.260 -0.286
P -2.694 1.883 0.529
S -3.761 3.070 -0.559
P -1.639 0.523 -1.997
O -0.809 -0.612 -2.382
O -2.935 0.758 -2.879
O -0.847 1.899 -2.019
N -1.247 -0.505 0.510
C 0.120 0.103 0.402
C 0.787 0.150 1.740
C 1.906 1.138 1.852
N 0.357 -0.620 2.653
C -1.381 -1.997 0.268
P 0.238 -2.912 0.623
N -0.131 -3.780 2.057
O 0.257 -4.112 -0.486
H -4.064 -5.544 2.084
H -4.172 -3.930 2.770
H -5.146 -4.288 1.358
H -1.837 -5.394 0.352
H -2.364 -2.231 2.147
H -4.315 -1.130 1.591
H -4.610 -2.237 0.287
H -3.694 -1.019 -1.367
H -4.411 0.218 -0.395
H -3.251 1.506 1.766
H -1.451 2.443 0.864
H -2.729 1.394 -3.590
H -1.440 2.661 -2.160
H -1.507 -0.391 1.499
H 0.717 -0.369 -0.374
H 0.003 1.145 0.097
H 1.502 2.024 2.346
H 2.716 0.734 2.448
H 2.250 1.413 0.858
H 0.885 -0.480 3.515
H -1.627 -2.181 -0.776
H -0.031 -4.774 1.866
H 0.561 -3.526 2.752
H -0.441 -4.033 -1.149
C -2.018 3.414 -5.701
O -2.179 3.578 -4.491
N -1.387 2.323 -6.214
N -2.427 4.348 -6.595
H -1.232 2.177 -7.195
H -1.043 1.628 -5.572
H -2.869 5.169 -6.222
H -2.289 4.283 -7.586
C 0.532 6.176 -3.756
O 1.480 6.911 -3.543
N -0.313 6.350 -4.826
N 0.211 5.109 -2.968
H -1.079 5.728 -4.997
H -0.139 7.116 -5.449
H 0.783 4.910 -2.158
H -0.573 4.512 -3.163
C 4.629 0.461 -0.889
O 4.593 0.572 0.329
N 5.121 -0.645 -1.519
N 4.171 1.443 -1.720
H 5.135 -0.759 -2.521
H 5.452 -1.400 -0.946
H 3.807 2.278 -1.299
H 4.182 1.369 -2.721
C -5.087 -6.622 5.159
O -4.503 -5.655 4.675
N -5.761 -6.532 6.336
N -5.097 -7.844 4.554
H -6.242 -7.305 6.755
H -5.765 -5.642 6.814
H -4.605 -7.936 3.686
H -5.568 -8.643 4.933
C 2.237 1.724 -6.247
O 1.520 0.758 -6.460
N 1.723 2.985 -6.171
N 3.588 1.612 -6.071
H 2.260 3.813 -5.992
H 0.732 3.057 -6.307
H 3.985 0.692 -6.132
H 4.190 2.396 -5.905
C -4.087 -2.984 7.356
O -4.851 -3.564 8.116
N -3.749 -1.668 7.536
N -3.539 -3.609 6.284
H -3.124 -1.171 6.932
H -4.151 -1.194 8.323
H -3.798 -4.573 6.138
H -2.923 -3.170 5.628
C 7.627 -1.240 -4.080
O 6.506 -1.698 -4.270
N 8.668 -1.467 -4.928
N 7.882 -0.461 -2.991
H 9.588 -1.098 -4.785
H 8.490 -2.038 -5.733
H 7.085 -0.328 -2.395
H 8.766 -0.039 -2.778
C 0.109 4.448 0.615
O 0.659 3.995 -0.381
N 0.714 4.465 1.835
N -1.149 4.974 0.570
H 0.287 4.840 2.660
H 1.644 4.095 1.892
H -1.612 4.991 -0.320
H -1.615 5.363 1.367
C 4.395 0.941 5.175
O 3.372 1.509 4.820
N 5.268 0.392 4.279
N 4.741 0.818 6.489
H 6.114 -0.074 4.549
H 5.052 0.478 3.301
H 4.120 1.216 7.167
H 5.576 0.361 6.801
*
```

Calculated values
**E**: -118983.9948 eV
**HOMO energy**: -10.61 eV
**Largest force on an atom**: 1.555 eV/Å
**Orbital gap**: 0.3179 Eh



[3]
Density functional theory data (the ωB97M-V functional and the def2-TZVPD basis) for a cluster of 2 separate species, C4H8P in total.

Geometry as ORCA input:
```
! wB97M-V def2-TZVPD RIJCOSX def2/J DEFGRID3
* xyz 1 1
C -0.879 -1.335 -0.355
C -1.639 -0.584 -1.096
C 0.560 0.453 -2.620
C 0.840 0.523 3.831
P 0.027 0.290 -0.844
H -0.626 -2.266 0.186
H -2.603 -0.267 -1.622
H 0.113 -0.337 -3.160
H 1.638 0.622 -2.807
H 0.125 1.305 -3.067
H 0.856 0.830 2.837
H 1.389 1.076 4.552
H 0.199 -0.310 4.164
*
```

Calculated values
**E**: -13552.8870 eV
**HOMO energy (spin up / spin down)**: -15.33 / -11.49 eV
**Energy relative to the best compared isomer or geometry (same formula, charge and spin)**: 4.2744 eV
**Largest force on an atom**: 2.004 eV/Å
**Orbital gap (spin up / spin down)**: 0.3996 / 0.1181 Eh



- Which of these has the lowest E?
  C18H60BN21O14P3S